The molecule C18H21F3N2O3S, computed with ωB97M-V/def2-TZVPD.

Geometry as XYZ:
```
48
Properties=species:S:1:pos:R:3:forces:R:3
C 7.0762 0.3841 0.5953 -0.230 -0.031 0.062
C 5.6194 -0.0133 0.3934 0.172 -0.103 -0.242
C 5.3713 -0.5031 -1.0415 -0.029 0.207 0.190
N 4.0007 -0.7492 -1.4301 -0.153 0.202 -0.028
H 3.4100 0.0494 -1.2262 0.033 -0.008 -0.093
C 3.3664 -1.9748 -1.0131 -0.147 -0.104 0.136
C 2.7196 -1.9917 0.3943 0.172 -0.011 -0.334
C 1.6697 -0.9281 0.5143 0.035 -0.024 0.126
C 1.9001 0.2354 1.2370 -0.060 -0.102 -0.053
C 0.9501 1.2379 1.2983 -0.293 0.163 -0.050
C -0.2648 1.0914 0.6387 0.433 -0.659 -0.113
C -0.5126 -0.0751 -0.0761 0.095 -0.011 0.043
C 0.4493 -1.0639 -0.1392 0.026 0.107 0.077
H 0.2459 -1.9633 -0.7015 -0.035 -0.114 -0.077
H -1.4543 -0.1954 -0.5859 -0.030 -0.140 -0.055
N -1.2450 2.0833 0.7194 -0.587 0.543 -0.429
S -2.2513 2.4532 -0.5675 -0.019 0.047 0.319
O -2.7252 3.7753 -0.2939 -0.060 0.006 0.284
O -1.6232 2.1770 -1.8224 -0.078 -0.315 0.132
C -3.6063 1.3013 -0.3293 0.467 0.305 -0.192
C -3.9771 0.4615 -1.3614 0.060 0.036 -0.082
C -5.0333 -0.4162 -1.1798 -0.179 -0.085 0.243
C -5.6899 -0.4274 0.0413 0.032 0.059 -0.108
C -5.3257 0.4218 1.0762 -0.016 -0.108 -0.072
C -4.2697 1.2965 0.8817 -0.148 -0.044 0.081
H -3.9604 1.9786 1.6565 -0.010 0.036 0.175
H -5.8633 0.3942 2.0109 -0.039 -0.017 0.059
O -6.7381 -1.3544 0.2407 1.252 -0.050 0.108
C -7.9576 -0.8931 0.0343 -1.649 0.634 -0.320
F -8.8386 -1.8638 0.2299 0.137 -0.360 0.107
F -8.1524 -0.4254 -1.2112 0.282 -0.039 -0.195
F -8.3005 0.1201 0.8501 0.247 0.084 0.238
H -5.3492 -1.0840 -1.9656 -0.035 -0.058 -0.056
H -3.4344 0.5087 -2.2926 0.020 -0.067 -0.124
H -0.9834 2.9081 1.2378 -0.141 0.205 -0.054
H 1.1474 2.1390 1.8615 0.034 0.113 0.060
H 2.8357 0.3633 1.7619 0.096 -0.008 0.040
H 3.4829 -1.8507 1.1592 -0.020 -0.055 0.037
H 2.2696 -2.9762 0.5390 0.013 -0.045 0.073
H 2.5771 -2.1870 -1.7435 0.037 -0.182 0.086
H 4.1076 -2.7759 -1.0752 -0.059 -0.034 -0.066
H 5.7587 0.2565 -1.7304 0.152 -0.084 0.058
H 5.9352 -1.4242 -1.2145 0.075 0.051 -0.050
H 4.9759 0.8488 0.5879 -0.078 -0.029 0.037
H 5.3628 -0.7984 1.1071 -0.103 0.028 0.037
H 7.7313 -0.4635 0.4061 0.132 -0.059 -0.010
H 7.2432 0.7265 1.6142 0.108 0.037 0.055
H 7.3506 1.1863 -0.0862 0.089 0.086 -0.060
```
Positions in Å, forces in eV/Å.

Values from the calculation:
structure (SMILES): CCCNCCc1ccc(NS(=O)(=O)c2ccc(OC(F)(F)F)cc2)cc1
total energy: -47117.32533 eV

---

The molecule C9H13BF2O2, computed with ωB97M-V/def2-TZVPD.

Geometry as XYZ:
```
27
Properties=species:S:1:pos:R:3:forces:R:3
B 2.0753 -0.0981 -0.8506 0.157 -1.084 -0.380
C 0.9726 3.2352 0.1483 0.211 -1.660 -0.297
C 0.7939 2.7163 -1.0733 -1.834 -0.470 -1.215
C 0.6671 2.4811 1.3355 1.287 -0.647 -0.920
C 0.0709 1.4396 -1.3413 1.924 0.458 2.083
C 1.0622 1.1947 1.5048 1.633 1.760 1.393
C 0.5465 0.2818 -0.8035 -2.144 -0.088 -1.876
C -2.6419 -1.3762 0.7230 -1.918 -0.462 0.636
C -0.4757 -0.8687 -0.5717 0.622 2.147 1.330
C -1.9054 -0.5034 -0.2409 -0.875 0.638 -3.643
O 3.0947 0.7286 -1.2315 -3.225 1.659 -0.075
O 2.3114 -1.4373 -0.5578 0.788 -1.040 -0.396
F -1.2303 1.6508 -1.7005 0.890 -0.128 -0.202
F 0.4975 0.6476 2.5939 0.025 -1.254 0.349
H 1.2766 4.2424 0.2014 0.110 1.149 0.240
H 0.7089 3.4002 -1.8815 0.513 0.725 -0.718
H 0.0024 2.9791 2.0087 -0.387 -0.233 0.628
H 2.1142 0.7472 1.2710 -2.441 0.766 0.190
H -3.7096 -1.5505 0.4351 0.775 0.321 0.114
H -2.6841 -0.8948 1.7179 0.084 -0.270 -0.386
H -2.2622 -2.3694 0.8813 0.563 -0.483 -0.125
H -0.4314 -1.5310 -1.3400 0.339 -2.243 -2.189
H -0.0877 -1.3035 0.3032 0.583 -1.220 1.121
H -1.7698 0.3972 0.2578 -0.395 2.102 0.624
H -2.4843 -0.2505 -1.3008 1.161 -0.811 2.963
H 3.9458 0.4089 -1.1948 2.791 -1.272 0.147
H 3.0743 -1.9995 -0.8797 -1.238 1.639 0.602
```
Positions in Å, forces in eV/Å.

Values from the calculation:
structure (SMILES): CCC/C(B(O)O)=C(F)/C=C\C=C\F
total energy: -19748.96785 eV

---

A structure of composition C27H38N5OTeTi, computed with ωB97M-V/def2-TZVPD.

Geometry as XYZ:
```
73
Properties=species:S:1:pos:R:3:forces:R:3
Ti -0.6266 -0.2016 -0.1795 -1.106 -0.529 0.824
C 1.9113 -0.2711 -2.3371 0.023 0.067 -0.085
C 3.0598 0.5123 -1.6914 0.042 -0.090 0.123
C 4.2261 -0.4454 -1.3929 -0.041 -0.010 0.028
C 2.8120 1.3923 -0.4619 -0.020 0.025 -0.120
C 3.5226 2.5884 -0.4085 0.034 0.077 0.001
C 3.4910 3.3987 0.7164 0.024 0.002 0.005
C 2.7688 3.0078 1.8307 0.001 0.106 0.005
C 2.0226 1.8336 1.8285 -0.074 0.064 0.096
C 1.2737 1.4318 3.0942 0.135 0.085 -0.066
C 0.1554 2.4145 3.4481 0.077 0.066 0.028
C 2.2491 1.2899 4.2690 0.017 -0.024 0.046
C 2.0379 1.0653 0.6593 -0.166 -0.384 -0.019
N 1.1956 -0.1106 0.5709 0.296 -0.198 0.360
C 1.6255 -1.2989 1.0010 0.026 0.531 -0.095
C 0.8655 -2.4037 0.7006 -0.399 0.023 -0.092
C 1.0247 -3.7646 0.9557 0.019 -0.331 0.076
C -0.0276 -4.4086 0.3293 0.147 -0.140 -0.040
C -0.8036 -3.4339 -0.3231 0.063 0.198 0.111
N -0.2950 -2.2007 -0.0790 0.244 -0.532 -0.274
C -2.0151 -3.6803 -1.1838 0.003 -0.037 0.015
C -1.9950 -2.7486 -2.3935 0.028 -0.082 -0.147
C -3.2837 -3.4351 -0.3495 -0.040 -0.014 0.012
C -2.0059 -5.1316 -1.6813 -0.067 -0.046 0.061
H 2.2961 -0.7690 -3.2286 0.001 0.034 -0.027
H 1.0966 0.3751 -2.6615 0.063 -0.052 -0.019
H 1.5249 -1.0656 -1.7050 0.010 -0.195 0.122
H 3.4069 1.2094 -2.4551 0.044 0.028 -0.068
H 3.9248 -1.2225 -0.6826 -0.004 0.043 -0.015
H 5.0798 0.0844 -0.9689 -0.030 -0.003 -0.015
H 4.5517 -0.9470 -2.3069 -0.028 0.028 0.041
H 4.1156 2.8845 -1.2685 -0.023 -0.019 0.070
H 4.0471 4.3287 0.7268 -0.027 -0.052 0.008
H 2.7726 3.6321 2.7175 0.000 -0.037 -0.065
H 0.8194 0.4575 2.9349 -0.079 -0.160 -0.081
H 0.5666 3.4030 3.6690 -0.045 -0.050 0.000
H -0.3882 2.0685 4.3309 0.057 0.025 -0.043
H -0.5548 2.5401 2.6333 -0.029 -0.010 -0.064
H 2.6487 2.2613 4.5717 -0.017 -0.069 -0.047
H 3.0946 0.6442 4.0190 -0.052 0.026 0.004
H 1.7372 0.8627 5.1344 0.016 0.036 -0.043
H 2.5658 -1.3828 1.5350 0.056 0.057 0.044
H 1.8376 -4.2140 1.5113 -0.119 0.050 -0.036
H -0.2017 -5.4731 0.2972 0.020 0.099 0.008
H -1.9341 -1.7001 -2.1022 0.019 0.150 0.044
H -2.9189 -2.8483 -2.9671 0.030 -0.047 0.013
H -1.1547 -2.9694 -3.0547 -0.014 0.015 0.026
H -3.4205 -2.3714 -0.1365 0.025 -0.007 0.001
H -3.2416 -3.9701 0.6016 -0.015 0.004 -0.055
H -4.1600 -3.7879 -0.9001 0.055 0.057 0.027
H -1.0745 -5.3739 -2.1987 -0.063 0.035 0.027
H -2.8322 -5.2767 -2.3796 0.037 -0.003 0.026
H -2.1417 -5.8411 -0.8608 0.008 0.069 -0.062
C -5.3561 0.4999 -0.7378 -0.012 -0.080 0.095
Te -3.5744 0.8395 -1.8339 0.164 -0.298 -0.133
C -3.3985 2.8643 -1.2266 0.028 0.031 0.070
H -5.1688 0.6753 0.3194 -0.072 -0.016 -0.026
H -5.6717 -0.5303 -0.8980 0.013 0.072 0.018
H -6.1157 1.1796 -1.1164 -0.004 -0.045 0.052
H -4.4051 3.2759 -1.1936 0.047 0.026 -0.007
H -2.8193 3.4008 -1.9758 -0.011 -0.021 0.044
H -2.9261 2.9367 -0.2503 -0.007 0.036 -0.017
O -0.5737 1.4210 -0.9022 0.468 1.254 -0.603
N 0.0786 2.1357 -1.8361 -0.278 -0.477 -0.156
C 0.3590 3.3255 -1.5006 0.182 0.963 0.111
C 1.1344 4.0860 -2.4602 -0.120 0.115 0.130
N 1.7568 4.7139 -3.1938 -0.115 -0.178 0.158
C -0.0355 3.9628 -0.2582 0.189 -0.218 -0.091
N -0.3503 4.4656 0.7251 -0.028 -0.067 -0.163
C -1.8712 -0.0550 1.4460 0.298 0.023 -0.128
H -2.7964 -0.5671 1.1734 -0.003 -0.056 -0.048
H -2.0916 0.9846 1.6835 0.020 0.080 -0.017
H -1.4266 -0.5534 2.3081 0.080 -0.020 0.041
```
Positions in Å, forces in eV/Å.

Values from the calculation:
total energy: -68514.44621 eV
charge: +1

---

A cluster of 2 separate species, C21H33N4O8 in total, computed with ωB97M-V/def2-TZVPD.

Geometry as XYZ:
```
66
Properties=species:S:1:pos:R:3:forces:R:3
O 1.2006 5.8001 -0.8157 0.186 -0.195 -0.302
O 4.0056 -2.1320 0.6024 -0.539 1.110 0.359
O 0.8096 -0.6884 3.5930 0.912 -1.100 0.141
O 0.1196 4.6328 -5.7398 0.132 -0.369 0.449
O 2.7961 -0.3204 1.1582 -0.088 -0.351 0.121
O 2.5430 -2.0607 4.0593 -0.639 -0.131 -0.561
O -1.6776 -5.3879 2.4369 0.290 -0.055 -0.459
O -0.2605 -1.3896 0.8829 -0.281 1.461 -0.132
C 0.0264 5.8993 -1.1618 0.628 0.387 1.251
C 2.9370 -1.6399 0.9015 0.878 -2.317 -0.565
C 1.4263 -1.7205 3.3824 -1.296 1.355 -0.410
C 0.2303 5.4114 -4.8043 -0.670 -1.065 -0.703
C 0.1129 1.6428 -1.3722 0.380 0.539 -0.215
C 0.7288 2.7039 -1.9797 -0.757 0.103 -0.387
C 1.7803 2.3103 -0.0765 -0.602 -0.163 -0.037
N 0.7829 1.4068 -0.1830 0.666 0.915 -0.366
N 0.1264 6.7243 -5.0352 0.210 1.210 0.621
N -0.4126 5.4714 -2.3486 -0.079 -0.310 -1.439
N 1.7748 3.1003 -1.1676 -0.639 -1.006 0.735
C -0.9956 6.5085 -0.2321 0.133 -0.036 -0.117
C 0.3565 7.8399 -4.1133 -0.112 -0.282 -0.029
C -3.9252 -7.4750 3.1872 0.030 0.167 0.168
C -1.5192 -6.7797 2.7700 0.120 0.125 0.525
C -0.8719 -5.0281 1.3077 -0.722 0.126 0.402
C -2.5465 -7.2397 3.8066 -0.217 0.243 -0.482
C -0.2980 -3.2576 -0.4039 0.252 -0.362 -0.574
C 0.6042 -2.0960 0.0003 -0.397 -0.482 -0.247
C -0.4803 -2.4476 1.8276 -0.125 -0.148 0.489
C 1.7227 -2.5769 0.9354 0.241 0.457 0.160
C 0.9660 -2.6986 2.2887 0.255 -0.629 0.690
C -1.0505 -3.5517 0.9012 0.117 -0.830 0.484
C 0.3565 3.3205 -3.3105 0.388 0.187 -0.194
C 0.4561 4.8630 -3.3766 -0.027 0.052 0.676
H 3.7179 -0.0112 1.1665 -0.030 0.158 -0.037
H 2.6637 -1.3686 4.7275 0.098 0.022 0.032
H -0.7414 1.0939 -1.7541 0.296 -0.056 0.444
H 2.4177 2.4366 0.7939 -0.169 -0.112 -0.366
H 0.5605 0.6779 0.5032 0.113 0.101 -0.105
H -0.0596 6.9558 -6.0006 0.057 -0.183 0.053
H -1.3936 5.5880 -2.5560 0.079 -0.047 -0.098
H 2.2558 3.9962 -1.2487 -0.116 -0.084 0.151
H -1.4222 7.3986 -0.6917 -0.164 0.019 0.031
H -0.5091 6.7866 0.7029 -0.033 -0.066 -0.188
H -1.7834 5.7849 -0.0287 -0.152 0.069 0.003
H 1.1995 7.6301 -3.4516 -0.079 0.048 -0.021
H 0.5873 8.7418 -4.6842 -0.006 -0.226 0.031
H -0.5372 8.0310 -3.5170 0.096 0.116 0.066
H -4.6309 -7.8057 3.9553 0.015 0.040 -0.182
H -3.8731 -8.2435 2.4101 -0.045 0.073 0.074
H -4.3057 -6.5513 2.7406 -0.013 -0.143 0.027
H -0.5169 -6.9275 3.1854 0.140 0.053 -0.093
H -1.6029 -7.4068 1.8756 -0.031 0.117 -0.140
H -1.1745 -5.6482 0.4562 0.046 0.007 -0.075
H 0.1799 -5.2519 1.5066 0.204 -0.021 0.047
H -2.2025 -8.1771 4.2545 0.153 0.145 -0.042
H -2.6179 -6.4953 4.6056 0.112 -0.066 -0.047
H -0.9963 -2.9510 -1.1898 0.246 -0.018 0.078
H 0.2799 -4.1111 -0.7738 -0.114 0.041 0.018
H 0.9681 -1.5251 -0.8619 -0.242 0.285 0.374
H -1.1631 -2.2030 2.6521 0.311 0.411 -0.478
H 2.0738 -3.5659 0.6234 0.262 0.425 0.063
H 1.0757 -3.6991 2.7119 0.137 -0.021 -0.128
H -2.1210 -3.3709 0.7557 0.189 0.041 0.212
H -0.6615 3.0217 -3.5688 0.120 -0.095 0.039
H 1.0194 2.8925 -4.0659 -0.140 0.116 -0.144
H 1.4887 5.1328 -3.1546 0.028 0.248 0.349
```
Positions in Å, forces in eV/Å.

Values from the calculation:
total energy: -44648.81090 eV
charge: +1